Entry 1:
ORCA calculation (wB97M-V/def2-TZVPD) on one molecule with the formula C3H5NO2.

```
! RIJCOSX wB97M-V def2-TZVPD def2/J DEFGRID3
* xyz 0 1
H 2.02 1.61 0.02
N 1.20 1.00 0.07
C 1.34 -0.05 -0.62
O 0.39 -0.97 -0.75
C -0.79 -0.87 0.06
C -1.23 0.50 0.57
O -1.64 0.62 1.70
H 2.22 -0.34 -1.21
H -0.68 -1.51 0.94
H -1.58 -1.27 -0.58
H -1.27 1.32 -0.17
*
```

E_HOMO   -9.75 eV
ΔE to the lowest compared entry with this formula, charge and spin   171.21 kJ/mol
Gap between HOMO and LUMO   10.6 eV
DFT total energy   -8775.92022 eV
SMILES   [H]/N=C/OCC=O



Entry 2:
ORCA calculation (wB97M-V/def2-TZVPD) on one molecule with the formula C3H5NO2.

```
! RIJCOSX wB97M-V def2-TZVPD def2/J DEFGRID3
* xyz 0 1
H 0.38 0.38 -3.16
N 0.54 0.33 -2.16
C -0.25 -0.49 -1.63
O -0.18 -0.74 -0.28
C -0.38 0.31 0.59
C 0.35 0.07 1.88
O -1.07 1.25 0.32
H -1.00 -1.12 -2.11
H -0.01 -0.84 2.36
H 1.41 -0.08 1.66
H 0.21 0.94 2.53
*
```

E_HOMO   -10.63 eV
ΔE to the lowest compared entry with this formula, charge and spin   85.41 kJ/mol
Gap between HOMO and LUMO   11.6 eV
DFT total energy   -8776.80948 eV
SMILES   [H]/N=C/OC(C)=O



Entry 3:
ORCA calculation (wB97M-V/def2-TZVPD) on one molecule with the formula C3H5NO2 in a non-equilibrium geometry.

```
! RIJCOSX wB97M-V def2-TZVPD def2/J DEFGRID3
* xyz 0 1
N 2.13 1.20 1.04
C 0.98 1.29 0.89
O -0.29 1.40 0.77
C -1.05 0.33 0.13
C -0.23 -0.95 -0.07
O 0.95 -0.73 -0.80
H -1.39 0.74 -0.83
H -1.90 0.17 0.79
H -0.06 -1.43 0.90
H -0.85 -1.63 -0.67
H 1.65 -0.43 -0.19
*
```

E_HOMO   -10.78 eV
ΔE to the lowest compared entry with this formula, charge and spin   210.62 kJ/mol
Gap between HOMO and LUMO   11.5 eV
DFT total energy   -8775.51181 eV
SMILES   N#COCCO



Entry 4:
ORCA calculation (wB97M-V/def2-TZVPD) on one molecule with the formula C3H5NO2.

```
! RIJCOSX wB97M-V def2-TZVPD def2/J DEFGRID3
* xyz 0 1
C -0.95 1.43 -0.11
N 0.14 0.49 0.09
C -0.04 -0.83 -0.03
O -1.10 -1.40 -0.25
C 1.24 -1.64 0.13
O 2.24 -1.19 0.65
H -1.83 1.08 0.44
H -0.65 2.41 0.26
H -1.23 1.51 -1.17
H 1.07 0.82 0.26
H 1.17 -2.67 -0.26
*
```

E_HOMO   -9.90 eV
ΔE to the lowest compared entry with this formula, charge and spin   72.49 kJ/mol
Gap between HOMO and LUMO   9.9 eV
DFT total energy   -8776.94336 eV
SMILES   CNC(=O)C=O



Entry 5:
ORCA calculation (wB97M-V/def2-TZVPD) on one molecule with the formula C3H5NO2.

```
! RIJCOSX wB97M-V def2-TZVPD def2/J DEFGRID3
* xyz 0 1
H 2.44 -0.62 -1.05
N 1.78 -1.14 -0.46
C 0.76 -0.44 -0.22
C -0.46 -0.88 0.55
O -1.44 0.05 0.12
C -0.74 1.23 -0.13
O 0.55 0.85 -0.59
H -0.77 -1.89 0.26
H -0.26 -0.82 1.62
H -1.24 1.82 -0.90
H -0.62 1.83 0.79
*
```

E_HOMO   -10.29 eV
ΔE to the lowest compared entry with this formula, charge and spin   130.85 kJ/mol
Gap between HOMO and LUMO   11.2 eV
DFT total energy   -8776.33856 eV
SMILES   [H]/N=C1/COCO1



Entry 6:
ORCA calculation (wB97M-V/def2-TZVPD) on one molecule with the formula C3H5NO2.

```
! RIJCOSX wB97M-V def2-TZVPD def2/J DEFGRID3
* xyz 0 1
O 1.99 -0.81 0.16
C 0.61 -0.79 0.02
C -1.83 -0.12 0.82
O -1.38 0.34 -0.34
C 0.02 0.54 -0.36
N 0.65 1.57 -0.67
H 2.25 0.07 0.47
H 0.30 -1.52 -0.73
H -2.75 -0.66 0.52
H 0.07 -1.02 0.96
H 0.07 2.39 -0.85
*
```

E_HOMO   -9.13 eV
ΔE to the lowest compared entry with this formula, charge and spin   449.91 kJ/mol
Gap between HOMO and LUMO   9.1 eV
DFT total energy   -8773.03166 eV



Entry 7:
ORCA calculation (wB97M-V/def2-TZVPD) on one molecule with the formula C3H5NO2 in a non-equilibrium geometry.

```
! RIJCOSX wB97M-V def2-TZVPD def2/J DEFGRID3
* xyz 0 1
C -0.49 0.23 1.03
C -0.29 -0.14 -0.32
N -0.66 -1.34 -0.95
C 0.63 0.76 -0.89
O 1.24 1.06 -1.85
O 0.93 1.55 0.60
H -0.51 -0.57 1.78
H -1.03 1.11 1.34
H -1.57 -1.70 -0.72
H 0.05 -2.06 -1.01
H 1.69 1.09 0.99
*
```

E_HOMO (alpha / beta)   -8.11 / -8.11 eV
ΔE to the lowest compared entry with this formula, charge and spin   388.18 kJ/mol
Gap between HOMO and LUMO (alpha / beta)   8.0 / 8.0 eV
DFT total energy   -8773.67153 eV
SMILES   C=C(N)C(=O)O



Entry 8:
ORCA calculation (wB97M-V/def2-TZVPD) on C3H5NO2 as an isolated structure in a non-equilibrium geometry.

```
! RIJCOSX wB97M-V def2-TZVPD def2/J DEFGRID3
* xyz 0 1
C -0.46 -0.13 0.35
C -1.45 0.58 -0.11
C 1.40 0.23 0.04
N 2.07 -0.90 -0.07
O 1.78 1.36 -0.04
O -2.75 0.20 0.11
H -0.58 -1.03 0.93
H -1.31 1.48 -0.70
H 1.61 -1.80 -0.04
H 3.06 -0.87 -0.29
H -3.36 0.88 -0.18
*
```

E_HOMO   -9.12 eV
ΔE to the lowest compared entry with this formula, charge and spin   203.11 kJ/mol
Gap between HOMO and LUMO   9.9 eV
DFT total energy   -8775.58961 eV